Below is the molecule C16H22N2O, with properties calculated with ωB97M-V/def2-TZVPD.

Structure (ORCA input):
```
! wB97M-V def2-TZVPD RIJCOSX def2/J DEFGRID3
* xyz 0 1
C -5.422 -2.138 0.208
C -4.156 -1.362 0.562
C -2.976 -1.842 -0.278
C -4.398 0.138 0.348
N -3.257 0.940 0.719
C -2.565 1.693 -0.167
O -2.893 1.811 -1.329
C -1.343 2.370 0.434
C -0.203 1.366 0.634
C 0.292 0.796 -0.700
C 1.382 -0.200 -0.487
C 1.281 -1.559 -0.516
N 2.495 -2.132 -0.237
C 3.411 -1.145 -0.022
C 4.763 -1.217 0.288
C 5.445 -0.031 0.448
C 4.803 1.202 0.303
C 3.463 1.280 -0.003
C 2.744 0.096 -0.168
H -5.276 -3.202 0.377
H -6.261 -1.806 0.816
H -5.675 -1.988 -0.838
H -3.926 -1.529 1.622
H -2.817 -2.909 -0.135
H -3.167 -1.658 -1.333
H -2.066 -1.317 0.001
H -4.584 0.342 -0.709
H -5.271 0.456 0.929
H -2.926 0.864 1.668
H -1.611 2.825 1.389
H -1.022 3.154 -0.252
H 0.627 1.860 1.143
H -0.537 0.544 1.274
H -0.540 0.327 -1.228
H 0.660 1.616 -1.321
H 0.424 -2.171 -0.728
H 2.682 -3.120 -0.216
H 5.260 -2.171 0.396
H 6.498 -0.050 0.688
H 5.376 2.108 0.434
H 2.977 2.238 -0.118
*
```

Its HOMO-LUMO gap is 8.6355 eV. The calculation puts the LUMO energy at 0.796 eV. Its SMILES is CC(C)CNC(=O)CCCc1c[nH]c2ccccc12.

Below is the molecule C16H22N2O2, with properties calculated with ωB97M-V/def2-TZVPD.

Structure (ORCA input):
```
! wB97M-V def2-TZVPD RIJCOSX def2/J DEFGRID3
* xyz 0 1
C 0.480 3.334 -0.222
C 0.261 1.872 0.035
C 0.795 0.938 -0.859
C 0.697 -0.471 -0.646
C 1.232 -1.461 -1.715
C 1.988 -2.684 -1.152
C 0.031 -1.990 -2.506
C 2.180 -0.831 -2.723
O 3.297 -0.187 -2.126
C 0.007 -0.856 0.528
O -0.145 -2.187 0.820
C -0.594 0.051 1.394
C -1.309 -0.464 2.613
C -0.495 1.454 1.141
C -1.142 2.512 2.054
C -0.152 3.073 3.111
N -0.185 4.323 3.490
C 0.810 4.435 4.433
C 1.436 3.258 4.639
N 0.808 2.329 3.796
H 0.781 3.878 0.683
H -0.456 3.813 -0.551
H 1.282 3.468 -0.947
H 1.283 1.341 -1.715
H 2.597 -3.205 -1.928
H 2.664 -2.367 -0.330
H 1.305 -3.465 -0.754
H 0.382 -2.588 -3.375
H -0.635 -1.140 -2.791
H -0.575 -2.643 -1.875
H 2.537 -1.594 -3.437
H 1.691 -0.099 -3.367
H 3.641 -0.726 -1.390
H -0.852 -2.391 1.428
H -0.836 -1.366 2.950
H -2.330 -0.737 2.361
H -1.299 0.256 3.405
H -2.008 2.094 2.571
H -1.443 3.345 1.431
H 1.073 5.384 4.893
H 2.318 3.147 5.283
H 1.105 1.375 3.573
*
```

Its HOMO-LUMO gap is 8.8033 eV. The calculation puts the LUMO energy at 0.456 eV. Its SMILES is Cc1cc(C(C)(C)CO)c(O)c(C)c1Cc1ncc[nH]1.

Below is the molecule C16H22N2O3, with properties calculated with ωB97M-V/def2-TZVPD.

Structure (ORCA input):
```
! wB97M-V def2-TZVPD RIJCOSX def2/J DEFGRID3
* xyz 0 1
C 0.753 -3.564 -1.249
C 0.000 -2.266 -1.043
O 0.359 -1.216 -1.537
N -1.100 -2.420 -0.259
C -2.057 -1.469 0.127
C -3.148 -1.895 0.877
C -4.108 -0.975 1.261
C -3.996 0.354 0.911
C -2.900 0.788 0.162
O -2.871 2.107 -0.159
C -1.737 2.622 -0.831
C -0.540 2.819 0.110
C 0.806 2.855 -0.628
N 1.447 1.561 -0.674
C 2.584 1.308 0.013
O 3.192 2.163 0.627
C 3.006 -0.145 -0.023
C 2.559 -0.949 1.219
C 3.991 -1.480 1.373
C 4.467 -0.434 0.356
C -1.932 -0.131 -0.222
H 1.664 -3.365 -1.807
H 0.139 -4.262 -1.814
H 1.009 -4.017 -0.293
H -1.292 -3.355 0.072
H -3.244 -2.935 1.156
H -4.957 -1.304 1.841
H -4.742 1.076 1.202
H -2.067 3.585 -1.228
H -1.469 1.980 -1.679
H -0.681 3.744 0.668
H -0.518 2.002 0.835
H 0.670 3.242 -1.644
H 1.506 3.504 -0.096
H 0.986 0.795 -1.144
H 2.691 -0.611 -0.955
H 1.777 -1.688 1.050
H 2.263 -0.299 2.040
H 4.420 -1.409 2.370
H 4.103 -2.501 1.012
H 5.109 -0.791 -0.446
H 4.920 0.438 0.825
H -1.079 0.164 -0.801
*
```

Its HOMO-LUMO gap is 9.0019 eV. The calculation puts the LUMO energy at 0.525 eV. Its SMILES is CC(=O)Nc1cccc(OCCCNC(=O)C2CCC2)c1.

Below is the molecule C16H22N2O3S, with properties calculated with ωB97M-V/def2-TZVPD.

Structure (ORCA input):
```
! wB97M-V def2-TZVPD RIJCOSX def2/J DEFGRID3
* xyz 0 1
O -1.409 0.323 0.811
C -0.542 0.780 0.093
C -0.811 1.158 -1.355
S 0.056 0.000 -2.463
C -0.772 -1.566 -1.974
C -2.201 -1.544 -2.392
C -2.543 -1.795 -3.720
C -3.860 -1.737 -4.127
C -4.843 -1.417 -3.196
N -6.219 -1.357 -3.615
O -6.467 -1.615 -4.775
O -7.049 -1.051 -2.786
C -4.518 -1.154 -1.871
C -3.197 -1.217 -1.473
N 0.732 0.964 0.470
C 1.248 0.601 1.778
C 2.352 -0.455 1.622
C 3.756 0.093 1.362
C 4.521 0.395 2.650
C 4.049 1.645 3.388
C 2.560 1.655 3.733
C 1.668 1.881 2.512
H -1.879 1.120 -1.569
H -0.418 2.146 -1.593
H -0.208 -2.342 -2.489
H -0.663 -1.674 -0.896
H -1.767 -2.031 -4.433
H -4.143 -1.932 -5.149
H -5.302 -0.902 -1.173
H -2.932 -1.004 -0.447
H 1.399 1.298 -0.210
H 0.403 0.145 2.304
H 2.379 -1.073 2.520
H 2.057 -1.107 0.796
H 4.319 -0.662 0.808
H 3.713 0.986 0.737
H 4.440 -0.468 3.316
H 5.579 0.523 2.410
H 4.624 1.730 4.313
H 4.275 2.527 2.784
H 2.387 2.470 4.439
H 2.283 0.727 4.234
H 0.754 2.396 2.815
H 2.188 2.540 1.812
*
```

Its HOMO-LUMO gap is 8.5734 eV. The calculation puts the LUMO energy at -0.416 eV. Its SMILES is O=C(CSCc1ccc([N+](=O)[O-])cc1)NC1CCCCCC1.

Below is a structure of composition C16H22N2O4, with properties calculated with ωB97M-V/def2-TZVPD.

Structure (ORCA input):
```
! wB97M-V def2-TZVPD RIJCOSX def2/J DEFGRID3
* xyz 0 1
C -0.768 2.348 5.425
C 0.429 1.746 4.709
H 1.418 2.131 5.165
H 0.372 0.719 4.853
O 0.442 2.284 3.439
C -0.091 1.446 2.666
O -0.924 0.525 3.015
C 0.308 2.027 1.117
H 1.113 2.770 1.176
H -0.642 2.323 0.689
C 0.966 0.702 0.350
N 1.000 1.122 -1.043
C 1.582 0.099 -1.722
C 3.269 0.165 -1.165
N 3.075 0.075 0.245
C 2.045 0.099 1.166
O 1.897 -0.085 2.287
H 3.931 -0.379 0.857
H 3.939 -0.494 -1.738
H 3.614 1.132 -1.278
H 1.791 0.350 -2.779
H 1.612 -1.092 -1.440
C -0.241 1.110 -1.773
C -1.124 -0.211 -1.701
C -2.014 -0.139 -0.939
C -2.856 -1.574 -0.892
C -2.887 -2.464 -1.796
C -1.687 -2.143 -2.984
C -1.075 -1.059 -2.737
H -0.428 -0.839 -3.649
O -1.667 -3.060 -3.938
C -0.935 -2.767 -4.974
H 0.189 -2.852 -4.662
H -1.127 -3.738 -5.558
H -1.211 -1.979 -5.460
H -3.083 -3.396 -1.962
H -3.584 -1.620 -0.103
H -2.175 0.094 0.130
H -0.064 1.466 -2.772
H -0.737 1.940 -1.184
H -0.043 -0.312 0.546
H -0.586 3.387 5.517
H -1.669 2.079 5.038
H -0.955 2.185 6.588
*
```

Its HOMO-LUMO gap is 9.2741 eV. The calculation puts the LUMO energy at 0.620 eV.

Below is a cluster of 2 separate species, C16H22N2O4 in total, with properties calculated with ωB97M-V/def2-TZVPD.

Structure (ORCA input):
```
! wB97M-V def2-TZVPD RIJCOSX def2/J DEFGRID3
* xyz 0 1
C -4.272 -3.760 0.564
C -2.693 -3.660 0.121
H -2.077 -3.574 1.006
H -2.485 -4.491 -0.569
O -2.548 -2.626 -0.751
C -2.456 -1.420 0.164
O -2.506 -1.420 1.483
C -2.212 -0.129 -0.920
H -3.206 0.113 -1.359
H -1.454 -0.471 -1.597
C -1.754 1.296 -0.036
N -0.341 1.231 -0.154
C 0.349 2.223 -0.557
C -0.419 3.665 0.219
N -1.798 3.495 -0.456
C -2.455 2.306 -0.496
O -3.405 2.123 -1.168
H -2.274 4.292 -0.594
H -0.333 3.589 1.211
H -0.022 4.582 0.033
H 0.210 2.488 -1.625
H 1.261 2.520 -0.004
C 0.343 0.705 1.219
C 1.731 0.278 1.121
C 2.759 0.716 1.652
C 4.163 0.216 1.667
C 4.471 -0.651 0.518
C 3.536 -0.623 -0.465
C 2.090 -0.472 -0.095
H 1.466 -0.723 -0.881
O 3.761 -1.317 -1.659
C 5.041 -1.834 -2.025
H 5.768 -0.901 -1.939
H 5.439 -2.641 -1.178
H 4.999 -2.365 -2.866
H 5.540 -0.521 0.414
H 4.857 0.445 2.242
H 2.481 1.083 3.066
H -0.224 -0.270 1.438
H 0.150 1.413 2.112
H -1.994 0.960 1.141
H -5.070 -3.625 -0.181
H -4.609 -4.752 1.002
H -4.652 -3.093 1.178
*
```

Its HOMO-LUMO gap is 8.4302 eV. The calculation puts the LUMO energy at 0.220 eV.

Below is the molecule C16H22N4O2, with properties calculated with ωB97M-V/def2-TZVPD.

Structure (ORCA input):
```
! wB97M-V def2-TZVPD RIJCOSX def2/J DEFGRID3
* xyz 0 1
C -4.203 1.068 1.419
C -3.440 -0.246 1.633
N -1.995 -0.159 1.571
C -1.466 0.004 0.228
C -1.269 -1.350 -0.449
C -1.398 0.686 2.585
C -0.156 0.030 3.214
N 0.998 0.023 2.344
C 1.796 1.094 2.233
O 1.649 2.131 2.845
C 2.976 0.885 1.261
N 2.556 0.669 -0.110
N 2.566 1.755 -0.877
C 2.238 1.672 -2.117
C 1.886 0.440 -2.751
C 1.563 0.325 -4.109
C 1.258 -0.906 -4.641
C 1.270 -2.049 -3.839
C 1.580 -1.957 -2.502
C 1.889 -0.713 -1.945
C 2.202 -0.598 -0.525
O 2.165 -1.525 0.275
H -3.988 1.489 0.440
H -5.273 0.884 1.484
H -3.931 1.801 2.175
H -3.702 -0.655 2.614
H -3.759 -0.970 0.879
H -0.503 0.515 0.289
H -2.125 0.627 -0.396
H -0.532 -1.939 0.090
H -0.929 -1.211 -1.473
H -2.202 -1.907 -0.470
H -1.113 1.676 2.202
H -2.121 0.831 3.389
H 0.112 0.600 4.109
H -0.389 -1.000 3.484
H 1.197 -0.802 1.791
H 3.591 1.786 1.279
H 3.550 0.014 1.587
H 2.261 2.597 -2.672
H 1.561 1.212 -4.725
H 1.009 -0.993 -5.688
H 1.030 -3.008 -4.274
H 1.592 -2.824 -1.860
*
```

Its HOMO-LUMO gap is 8.1605 eV. The calculation puts the LUMO energy at 0.086 eV. Its SMILES is CCN(CC)CCNC(=O)Cn1ncc2ccccc2c1=O.

Below is a structure of composition C16H22N4O2S, with properties calculated with ωB97M-V/def2-TZVPD.

Structure (ORCA input):
```
! wB97M-V def2-TZVPD RIJCOSX def2/J DEFGRID3
* xyz 0 1
C -0.687 1.647 -3.804
C -0.172 1.467 -2.383
C 1.344 1.172 -2.291
C 1.716 -0.146 -2.988
C 2.095 2.282 -2.895
N 2.694 3.160 -3.329
C 1.690 1.033 -0.797
O 1.165 0.135 -0.156
N 2.554 1.907 -0.257
C 2.862 1.872 1.170
C 1.741 2.450 1.988
C 1.038 1.818 2.920
C 1.208 0.387 3.365
N 0.309 -0.531 2.647
C -1.050 -0.272 2.740
O -1.650 -0.258 3.791
C -1.790 -0.193 1.404
C -1.960 -1.556 0.800
C -2.808 -2.545 1.210
C -2.680 -3.703 0.397
C -3.462 -4.968 0.578
N -1.798 -3.614 -0.574
S -1.078 -2.141 -0.537
H -1.743 1.913 -3.783
H -0.153 2.443 -4.325
H -0.592 0.731 -4.387
H -0.383 2.364 -1.794
H -0.677 0.633 -1.894
H 2.776 -0.364 -2.862
H 1.135 -0.951 -2.540
H 1.501 -0.090 -4.053
H 2.945 2.636 -0.832
H 3.072 0.841 1.448
H 3.776 2.450 1.312
H 1.485 3.478 1.750
H 0.229 2.359 3.400
H 2.225 0.030 3.214
H 0.996 0.309 4.430
H 0.598 -0.549 1.672
H -2.769 0.237 1.610
H -1.244 0.463 0.724
H -3.482 -2.453 2.050
H -4.164 -4.877 1.406
H -4.019 -5.203 -0.328
H -2.791 -5.802 0.780
*
```

Its HOMO-LUMO gap is 9.6448 eV. The calculation puts the LUMO energy at 0.541 eV.

Below is the molecule C16H22N4OS, with properties calculated with ωB97M-V/def2-TZVPD.

Structure (ORCA input):
```
! wB97M-V def2-TZVPD RIJCOSX def2/J DEFGRID3
* xyz 0 1
C 5.105 2.322 -4.486
C 3.739 2.581 -3.861
C 3.842 3.518 -2.658
C 2.486 3.904 -2.066
C 1.760 2.731 -1.411
C 0.467 3.177 -0.733
C -0.285 2.017 -0.103
S 0.668 1.312 1.292
C -0.348 -0.051 1.669
N -1.415 -0.289 0.979
N -2.159 -1.345 1.288
C -1.892 -2.182 2.261
C -2.795 -3.297 2.479
C -2.552 -4.224 3.506
C -3.385 -5.292 3.740
C -4.512 -5.478 2.946
C -4.783 -4.594 1.932
C -3.950 -3.494 1.669
N -4.274 -2.665 0.656
C -0.687 -1.970 3.102
O -0.273 -2.616 4.039
N 0.033 -0.846 2.706
H 5.015 1.652 -5.338
H 5.775 1.867 -3.760
H 5.553 3.253 -4.827
H 3.304 1.630 -3.553
H 3.078 3.026 -4.607
H 4.452 3.046 -1.884
H 4.356 4.430 -2.971
H 1.856 4.326 -2.853
H 2.642 4.682 -1.315
H 1.524 1.976 -2.161
H 2.415 2.273 -0.666
H -0.191 3.642 -1.472
H 0.691 3.924 0.032
H -0.445 1.204 -0.809
H -1.244 2.329 0.306
H -1.685 -4.095 4.131
H -3.164 -5.983 4.539
H -5.172 -6.315 3.123
H -5.656 -4.730 1.308
H -5.102 -2.841 0.117
H -3.665 -1.874 0.481
H 0.874 -0.638 3.234
*
```

Its HOMO-LUMO gap is 7.4534 eV. The calculation puts the LUMO energy at -0.054 eV. Its SMILES is CCCCCCCSc1nnc(-c2ccccc2N)c(=O)[nH]1.

Below is the molecule C16H22N4OS2, with properties calculated with ωB97M-V/def2-TZVPD.

Structure (ORCA input):
```
! wB97M-V def2-TZVPD RIJCOSX def2/J DEFGRID3
* xyz 0 1
C -5.423 -1.273 2.051
C -5.072 -0.541 1.012
C -4.027 -0.942 0.009
N -3.088 0.127 -0.226
C -3.135 1.019 -1.273
C -4.170 0.951 -2.341
C -2.103 1.897 -1.126
C -1.402 1.546 0.064
C -0.236 2.191 0.626
O 0.225 1.955 1.723
C 0.395 3.238 -0.289
S 2.029 3.728 0.328
C 2.789 2.181 0.216
N 2.304 1.164 -0.396
N 3.072 0.077 -0.339
C 4.168 0.239 0.320
N 5.100 -0.697 0.573
C 5.108 -2.004 -0.069
C 5.224 -1.875 -1.587
C 3.856 -2.783 0.324
S 4.360 1.887 0.968
C -2.058 0.441 0.597
C -1.743 -0.343 1.815
H -6.182 -0.953 2.743
H -4.969 -2.231 2.249
H -5.532 0.422 0.831
H -4.511 -1.191 -0.940
H -3.489 -1.827 0.362
H -4.029 1.783 -3.025
H -5.176 1.013 -1.925
H -4.090 0.025 -2.912
H -1.879 2.712 -1.785
H -0.210 4.145 -0.302
H 0.512 2.848 -1.299
H 5.970 -0.356 0.946
H 5.992 -2.521 0.322
H 5.278 -2.859 -2.043
H 6.117 -1.315 -1.858
H 4.351 -1.354 -1.971
H 3.888 -3.779 -0.107
H 3.790 -2.868 1.406
H 2.977 -2.260 -0.041
H -1.500 -1.375 1.560
H -2.590 -0.349 2.501
H -0.887 0.107 2.309
*
```

Its HOMO-LUMO gap is 8.3073 eV. The calculation puts the LUMO energy at 0.606 eV. Its SMILES is C=CCn1c(C)cc(C(=O)CSc2nnc(NC(C)C)s2)c1C.

Below is a structure of composition C16H22N8OS2Tl, with properties calculated with ωB97M-V/def2-TZVPD.

Structure (ORCA input):
```
! wB97M-V def2-TZVPD RIJCOSX def2/J DEFGRID3
* xyz 1 1
Tl 12.571 9.604 4.780
C 18.110 10.981 3.993
C 16.648 11.046 4.362
N 15.877 10.068 4.657
N 16.319 8.792 4.487
C 15.522 7.850 3.934
N 16.001 6.574 4.016
S 14.187 8.192 2.942
C 16.046 12.391 4.325
C 16.765 13.483 3.756
C 16.222 14.745 3.628
C 14.859 14.893 3.987
C 14.193 13.785 4.552
N 14.807 12.618 4.731
H 18.799 11.549 4.577
H 18.184 11.309 2.947
H 18.501 9.974 3.992
H 17.263 8.587 4.897
H 16.984 6.381 4.258
H 15.535 5.857 3.461
H 17.792 13.351 3.427
H 16.831 15.461 3.115
H 14.360 15.850 3.918
H 13.147 13.953 4.967
N 6.029 16.689 4.349
C 6.070 15.369 4.297
O 5.061 14.652 4.222
C 7.394 14.757 4.238
C 8.465 15.515 3.793
C 9.723 14.935 3.759
N 9.980 13.720 4.307
C 8.931 13.005 4.702
C 7.645 13.470 4.666
H 5.088 17.124 4.230
H 6.891 17.265 4.428
H 8.391 16.505 3.482
H 10.585 15.472 3.418
H 9.202 12.015 5.019
H 6.893 12.729 5.003
C 7.339 4.754 3.833
N 8.481 5.634 3.740
C 8.499 6.989 3.914
N 7.294 7.615 3.863
S 10.015 7.643 4.260
H 7.686 3.674 3.682
H 6.531 5.066 3.176
H 6.899 4.793 4.829
H 9.381 5.210 3.922
H 6.427 7.065 3.758
H 7.242 8.615 3.982
*
```

Its HOMO-LUMO gap is 7.9414 eV. The calculation puts the LUMO energy at -2.832 eV.

Computed values of energy above the lowest of the compared OMol25 structures with the same formula, charge and spin (unit: kcal per mole) for the preceding records, in sequence: 7.3 46.7 34.6 78.5 353.8 349.0 13.9 27.3 9.2 45.3 0.0.
Computed values of strongest force on any atom (unit: eV Å⁻¹) for the preceding records, in sequence: 0.6 1.9 0.5 1.3 18.9 15.9 1.1 1.1 1.3 1.7 3.2.
Computed values of molar mass (unit: g/mol) for the preceding records, in sequence: 258.4 274.4 290.4 322.4 306.4 306.4 302.4 334.4 318.4 350.5 610.9.